Below is 2 unconnected molecules or ions with the total composition C4H8ClN2P, with properties calculated with ωB97M-V with the def2-TZVPD basis set.

For the LUMO energy (spin up / spin down), the calculation gives -0.525 / -0.526 eV. The calculation puts the total energy at -1068.2088 hartree. The value obtained for the molecular weight is 150.55 g/mol. The energy relative to the best compared isomer or geometry (same formula, charge and spin) comes out at 102.6 kJ/mol. For the largest force on an atom, the calculation gives 6.3 eV Å⁻¹. The value obtained for the HOMO energy (spin up / spin down) is -7.6 / -7.6 eV.

Element x y z (Å)
C (0.08, -0.33, -1.20)
C (-0.28, -1.22, -0.20)
C (0.06, 2.02, -1.51)
C (-0.46, -1.42, 2.29)
N (-0.23, 0.92, -0.68)
N (-0.40, -0.63, 1.04)
P (-0.34, 1.05, 0.98)
Cl (2.51, 0.17, -1.00)
H (0.04, -0.43, -2.19)
H (-0.17, -2.24, -0.31)
H (-0.50, 2.01, -2.43)
H (-0.18, 2.95, -0.85)
H (1.22, 1.82, -1.80)
H (-0.89, -0.89, 3.24)
H (-1.02, -2.28, 2.08)
H (0.56, -1.49, 2.54)